Below is C3H4ClFS in the gas phase at a distorted geometry, with properties calculated with ωB97M-V/def2-TZVPD.

For the strongest force on any atom, the calculation gives 4.2 eV Å⁻¹. Its SMILES is FCC(=S)CCl. As for the energy relative to the best compared isomer or geometry (same formula, charge and spin): 19.09 kcal per mole. The calculation puts the HOMO-LUMO gap at 8.12 eV. Its spin multiplicity is 1.

Positions of all 10 atoms, in Å:
F  -0.5682  -0.0912  -1.7462
C  0.4535  0.1651  0.3335
H  -0.6211  -0.6467  1.9239
S  1.7365  0.7671  1.2429
H  1.1514  -0.9856  -1.4370
C  0.6681  0.0169  -1.1180
C  -0.7943  -0.2832  0.8764
H  1.2036  0.8457  -1.5181
Cl  -1.8391  1.1729  1.2279
H  -1.3903  -0.9609  0.2148